A | C16H26N2O | the ωB97M-V functional and the def2-TZVPD basis

HOMO-LUMO gap ... 9.4161 eV
HOMO level ... -8.82 eV
E_LUMO ... 0.600 eV

Cartesian coordinates (Å):
C 5.3140 2.5028 0.2626
C 4.3345 3.6493 0.4839
C 3.6771 3.6247 1.8648
C 2.8259 2.3870 2.1526
C 1.6335 2.2361 1.2107
C 0.7197 1.0875 1.6323
C -0.4505 0.9175 0.6662
C -1.4793 -0.1160 1.1259
C -0.9288 -1.5330 1.3044
C -0.2564 -2.0871 0.0421
C -1.1400 -1.9502 -1.1859
O -0.8754 -1.2222 -2.1131
N -2.2558 -2.7387 -1.1182
C -3.3030 -2.8514 -2.0298
C -4.3465 -3.7303 -1.7403
C -5.3930 -3.8527 -2.6348
C -5.3611 -3.0882 -3.7920
N -4.3772 -2.2523 -4.0729
C -3.3752 -2.1306 -3.2260
H 6.0571 2.4777 1.0572
H 4.7985 1.5463 0.2420
H 5.8311 2.6269 -0.6864
H 3.5666 3.6270 -0.2908
H 4.8712 4.5960 0.3820
H 4.4602 3.6902 2.6249
H 3.0474 4.5126 1.9645
H 2.4544 2.4625 3.1784
H 3.4472 1.4912 2.0996
H 1.0621 3.1674 1.2003
H 1.9840 2.0502 0.1943
H 1.3084 0.1689 1.6745
H 0.3344 1.2812 2.6371
H -0.0793 0.6482 -0.3233
H -0.9630 1.8775 0.5661
H -1.9073 0.2054 2.0792
H -2.2897 -0.1399 0.3926
H -1.7550 -2.1851 1.6028
H -0.2017 -1.5453 2.1181
H -0.0050 -3.1401 0.1920
H 0.6654 -1.5419 -0.1574
H -2.3545 -3.3148 -0.2927
H -4.3316 -4.3072 -0.8243
H -6.2130 -4.5256 -2.4366
H -6.1539 -3.1449 -4.5252
H -2.5963 -1.4365 -3.5014


B | C16H26N2O | the ωB97M-V functional and the def2-TZVPD basis

HOMO-LUMO gap ... 9.7100 eV
HOMO level ... -9.01 eV
E_LUMO ... 0.696 eV

Cartesian coordinates (Å):
C -3.3281 -2.7163 -0.9712
C -3.2042 -1.1979 -0.9462
C -2.1904 -0.6685 0.0920
C -0.8576 -1.1888 -0.2087
C 0.2457 -1.5724 -0.4861
C 1.6351 -1.9348 -0.7400
N 2.5793 -0.8768 -0.4190
C 2.4089 0.3003 -1.2493
C 3.5692 1.2653 -1.0265
C 3.6367 1.6687 0.4422
C 3.7369 0.4097 1.2961
C 2.5689 -0.5221 0.9887
C -2.5908 -1.0575 1.5270
C -1.6297 -0.4952 2.5675
O -2.1765 0.7641 0.0858
C -1.7238 1.3986 -1.0818
C -1.0860 2.7374 -0.6818
C -2.0756 3.6412 -0.1521
N -2.8637 4.3613 0.2548
H -3.9385 -3.0207 -1.8184
H -3.7981 -3.0901 -0.0657
H -2.3461 -3.1746 -1.0703
H -2.8864 -0.8573 -1.9352
H -4.1733 -0.7434 -0.7287
H 1.8926 -2.8146 -0.1400
H 1.7580 -2.1922 -1.7980
H 2.3863 -0.0173 -2.2960
H 1.4562 0.8167 -1.0284
H 4.4987 0.7679 -1.3078
H 3.4415 2.1432 -1.6627
H 4.4957 2.3182 0.6188
H 2.7342 2.2230 0.7131
H 3.7308 0.6629 2.3575
H 4.6702 -0.1081 1.0692
H 2.6633 -1.4411 1.5741
H 1.6212 -0.0309 1.2756
H -2.6123 -2.1449 1.6013
H -3.5935 -0.6684 1.7093
H -1.9543 -0.7772 3.5662
H -1.6038 0.5890 2.5021
H -0.6254 -0.8820 2.4057
H -2.5581 1.5821 -1.7762
H -0.9688 0.7828 -1.5918
H -0.6148 3.2001 -1.5529
H -0.3297 2.5607 0.0880


Looking at the structures above, A is most stable, and the difference to the next one is 0.1031 hartree.